(1)
55
Properties=species:S:1:pos:R:3 method="wB97M-V/def2-TZVPD" multiplicity=1 energy_ha=-1200.643631 total_charge=+1 homo_lumo_gap_ev=10.1
Na -0.03 0.08 0.28
C -0.28 -1.55 3.35
C 1.14 -1.15 3.01
C 1.81 -2.03 1.92
O 1.16 -2.01 0.64
C 1.88 -2.79 -0.32
N 1.12 0.24 2.61
H -0.84 -0.95 4.07
H -0.29 -2.60 3.62
H -0.86 -1.45 2.43
H 1.73 -1.27 3.92
H 1.80 -3.08 2.23
H 2.85 -1.75 1.77
H 2.06 -3.80 0.05
H 2.83 -2.42 -0.69
H 1.18 -2.97 -1.14
H 0.89 0.88 3.35
H 2.05 0.50 2.30
C -4.25 1.30 1.23
C -2.95 0.55 1.00
C -3.10 -0.75 0.17
O -1.78 -1.45 0.03
C -1.86 -2.42 -1.07
N -2.03 1.47 0.36
H -4.14 2.30 1.65
H -4.96 0.80 1.89
H -4.83 1.40 0.31
H -2.57 0.40 2.00
H -3.33 -0.45 -0.86
H -3.89 -1.35 0.61
H -1.03 -3.13 -1.00
H -1.66 -1.94 -2.03
H -2.84 -2.89 -1.16
H -2.14 2.39 0.75
H -2.21 1.66 -0.62
C 2.53 2.31 -0.66
C 2.50 3.31 0.49
O 3.66 3.11 1.26
O 2.26 0.99 -0.14
H 3.48 2.44 -1.19
H 1.71 2.57 -1.34
H 1.73 3.03 1.21
H 2.27 4.33 0.18
H 3.68 2.20 1.56
H 2.95 0.46 -0.53
C 0.63 -0.06 -3.27
C 0.29 0.51 -4.60
O 0.40 1.95 -4.49
O -0.23 0.24 -2.22
H 1.65 0.26 -3.03
H 0.73 -1.14 -3.29
H -0.75 0.31 -4.85
H 0.95 0.11 -5.37
H -0.39 2.21 -4.01
H -0.67 1.08 -2.36

=====

(2)
54
Properties=species:S:1:pos:R:3 method="wB97M-V/def2-TZVPD" multiplicity=1 relative_energy_kcal_mol=5.5 energy_ha=-1038.483022 homo_lumo_gap_ev=9.4
C -3.38 -2.88 3.95
O -2.75 -3.18 2.73
C -1.43 -2.70 2.68
C -0.83 -3.04 1.35
N -1.38 -2.21 0.30
C -0.84 -2.50 -1.04
C -1.36 -1.53 -2.08
O -2.56 -2.01 -2.59
C -3.34 -1.04 -3.24
H -4.36 -3.35 3.91
H -3.44 -1.81 4.14
H -2.85 -3.41 4.77
H -0.82 -3.13 3.50
H -1.39 -1.62 2.88
H -0.96 -4.11 1.15
H 0.25 -2.84 1.39
H -2.39 -2.24 0.26
H -1.14 -3.50 -1.38
H 0.25 -2.48 -1.00
H -0.57 -1.39 -2.84
H -1.49 -0.53 -1.64
H -3.35 -0.08 -2.70
H -4.36 -1.40 -3.31
H -2.98 -0.82 -4.25
C 2.31 4.88 -3.43
O 1.97 3.64 -2.87
C 1.99 3.68 -1.46
C 1.70 2.31 -0.91
N 2.82 1.43 -1.15
C 2.62 0.05 -0.78
C 2.89 -0.21 0.69
O 1.75 0.16 1.45
C 1.98 0.13 2.85
H 1.75 5.70 -2.96
H 2.05 4.89 -4.48
H 3.38 5.09 -3.30
H 1.32 4.45 -1.07
H 2.99 3.98 -1.09
H 0.77 1.91 -1.35
H 1.53 2.41 0.16
H 3.23 1.53 -2.06
H 3.31 -0.59 -1.34
H 1.59 -0.29 -1.01
H 3.77 0.37 0.98
H 3.10 -1.27 0.91
H 1.13 0.61 3.34
H 2.90 0.64 3.10
H 1.99 -0.91 3.21
O -1.65 3.14 1.04
H -2.55 3.04 1.36
H -1.36 2.22 0.84
O -0.81 0.60 0.82
H 0.13 0.46 1.08
H -1.10 -0.27 0.48

=====

(3)
54
Properties=species:S:1:pos:R:3 method="wB97M-V/def2-TZVPD" multiplicity=2 relative_energy_kcal_mol=28.0 energy_ha=-1038.081226 total_charge=+1 homo_lumo_gap_ev="7.8 / 2.7"
C 10.84 -18.94 12.97
O 10.06 -19.42 13.99
C 8.75 -18.81 14.22
C 8.02 -19.50 15.31
N 6.59 -19.03 15.46
C 6.42 -18.10 16.57
C 5.09 -17.43 16.31
O 4.79 -16.43 17.32
C 5.48 -15.15 17.05
H 11.86 -19.22 13.22
H 10.72 -17.86 12.95
H 10.63 -19.19 11.92
H 8.23 -18.73 13.26
H 8.98 -17.79 14.53
H 8.54 -19.56 16.27
H 7.88 -20.56 15.11
H 5.98 -19.84 15.51
H 7.24 -17.38 16.48
H 6.57 -18.40 17.61
H 4.29 -18.15 16.46
H 4.88 -17.11 15.30
H 6.56 -15.30 17.11
H 5.19 -14.46 17.85
H 5.21 -14.83 16.04
C 9.32 -3.16 18.94
O 9.30 -4.63 18.66
C 8.17 -4.98 17.98
C 8.20 -6.31 17.34
N 9.01 -6.31 16.14
C 9.00 -7.54 15.34
C 9.83 -8.73 16.08
O 9.55 -9.91 15.35
C 9.97 -11.08 16.06
H 8.42 -3.00 19.54
H 9.23 -2.54 18.04
H 10.17 -2.99 19.61
H 8.01 -4.28 17.16
H 7.29 -5.01 18.62
H 7.22 -6.68 17.04
H 8.65 -6.86 18.17
H 8.79 -5.45 15.64
H 9.50 -7.39 14.38
H 8.02 -8.01 15.27
H 9.39 -8.93 17.05
H 10.88 -8.51 16.28
H 10.98 -11.50 16.13
H 9.46 -11.93 15.61
H 9.62 -11.04 17.09
O 8.76 -13.77 17.64
H 7.81 -13.90 17.66
H 9.13 -14.61 17.91
O 9.25 -16.80 18.47
H 9.78 -17.59 18.36
H 8.79 -16.93 19.30